No. 1
Formula: C20H42N3O5
Source: the OMol25 dataset
Level of theory: ωB97M-V with the def2-TZVPD basis set

Geometry (Å):
O  2.3105  -5.1775  -1.5762
O  -0.8391  5.5262  1.5684
O  1.8141  -0.9592  -0.2872
O  -1.3080  1.2656  0.4269
O  0.6887  1.3667  -1.3891
N  -2.4071  7.8925  0.9342
N  -4.9503  -1.6285  -0.8680
N  4.7494  -6.6424  -0.9783
C  -2.2426  7.4406  2.3180
C  2.2692  -6.3945  -0.8500
C  3.4613  -7.3304  -1.0934
C  3.4070  -8.0666  -2.4284
C  0.8058  2.0848  -0.1757
C  -5.5811  -0.5828  -0.3148
C  -2.6134  1.4301  0.8871
C  1.9343  -0.6698  -1.6596
C  1.8443  -5.2525  -2.9103
C  -3.6122  -1.7398  -0.8713
C  1.9269  0.8258  -1.8414
C  -2.8333  -0.7500  -0.2980
C  0.4665  5.7572  2.0737
C  -1.2468  8.3535  3.0260
C  1.9667  -2.3354  -0.0073
C  1.5235  -2.5862  1.4379
C  -3.4594  0.3488  0.2795
C  -1.8945  5.9484  2.4146
C  -4.8495  0.4285  0.2766
C  -0.5842  2.4732  0.2497
H  4.7321  -5.8333  -1.5933
H  2.4106  -8.4707  -2.6190
H  -3.0359  2.3997  0.6224
H  1.3173  -6.9104  -1.0340
H  0.8318  6.7483  1.8004
H  0.6158  -3.1810  1.4816
H  3.0082  -2.6301  -0.1125
H  0.5019  5.6405  3.1600
H  1.3025  -1.6368  1.9120
H  -3.1575  7.3713  0.4896
H  3.4230  -8.0871  -0.3046
H  -5.3585  1.2688  0.7148
H  3.6789  -7.4189  -3.2618
H  -3.1652  -2.6001  -1.3360
H  1.1303  5.0191  1.6213
H  -1.5715  7.6357  0.4154
H  1.4139  2.9778  -0.3138
H  -1.6781  9.3446  3.1570
H  -6.6553  -0.5640  -0.3553
H  -0.9844  7.9664  4.0125
H  -0.5579  3.0425  1.1778
H  4.8480  -6.2544  -0.0443
H  2.2775  -6.1015  0.2038
H  2.8623  -1.0772  -2.0668
H  1.0188  -5.9635  -3.0076
H  1.4872  -4.2594  -3.1896
H  -2.6526  1.3385  1.9760
H  -1.6844  5.6582  3.4525
H  1.2199  1.4341  0.5936
H  -1.7630  -0.8436  -0.3376
H  -5.5019  -2.3510  -1.3092
H  -0.3290  8.4774  2.4518
H  1.0777  -1.0744  -2.2066
H  2.6437  -5.5266  -3.6014
H  2.2887  -3.0997  2.0067
H  -3.2072  7.5634  2.8192
H  4.1120  -8.8965  -2.4257
H  2.0379  1.0561  -2.8971
H  -1.0311  3.1091  -0.5178
H  -2.7704  5.3762  2.0914
H  2.7526  1.2774  -1.2974
H  1.3639  -2.9511  -0.6722

The total charge is +1. The value obtained for the LUMO energy is -4.1122 eV. The value obtained for the gap between HOMO and LUMO is 0.2460 hartree.

***

No. 2
Formula: C20H42NO6P2S
Source: the OMol25 dataset
Level of theory: ωB97M-V with the def2-TZVPD basis set

Geometry (Å):
S  -0.0544  -0.7716  0.8800
P  -4.0903  -2.6574  -1.6225
P  -2.2621  -1.3942  2.6630
O  -2.9229  -0.7845  4.0887
O  -3.3071  -4.0540  -1.1260
O  -3.5643  -2.1334  1.8558
O  -4.7729  -2.9401  -2.9483
O  2.0306  -2.2019  -2.1819
O  -5.3285  -2.2229  -0.5549
N  -2.0684  -0.8281  -0.8069
C  4.7216  -0.4643  0.3251
C  -0.3000  -2.6307  -1.3705
C  -0.0488  3.0271  0.6824
C  -0.9222  -1.4390  -0.5543
C  3.8438  -1.5718  1.0623
C  -3.8483  2.0009  -0.9405
C  -1.1778  2.6837  1.7336
C  -3.7689  0.8736  0.1951
C  1.3956  2.5046  1.0471
C  0.6583  -1.9369  -2.4483
C  -2.9218  -1.2295  -1.9455
C  4.1714  1.8906  -0.7743
C  2.5494  3.5038  0.5659
C  0.2694  -2.3029  -3.9365
C  3.8901  2.6563  0.5779
C  -2.2758  0.2927  0.1728
C  -1.0763  1.2709  2.4255
C  3.8683  0.3463  -0.7285
C  -1.6121  0.0436  1.5716
C  3.3705  -0.9747  2.4566
H  2.2955  3.8806  -0.4565
H  -1.0768  -3.1654  -1.9795
H  5.2397  0.1687  1.0848
H  -2.1627  2.8583  1.2247
H  4.2438  -0.4276  2.8871
H  -1.7522  1.1317  -0.3749
H  -4.8798  2.1407  -1.3373
H  4.7561  3.3321  0.7832
H  0.4321  -3.3863  -4.1468
H  -0.7690  -1.9647  -4.2043
H  -0.0527  1.0027  2.7878
H  -3.5534  -0.3614  -2.2522
H  -2.2669  -1.4708  -2.8236
H  0.9528  -1.7096  -4.6081
H  -4.3598  -1.6847  2.2091
H  2.6463  4.3031  1.3387
H  -0.2715  2.6859  -0.3654
H  1.5027  2.3320  2.1505
H  -5.4483  -2.9944  0.0298
H  5.2361  2.0078  -1.1196
H  2.5462  -1.5685  -2.7019
H  -1.0846  3.4437  2.5580
H  -4.5361  0.0980  -0.0403
H  -2.3930  -1.0230  4.8607
H  2.9659  -1.8829  0.4245
H  0.0231  4.1517  0.6163
H  -3.9225  1.3792  1.1775
H  3.0616  -1.8035  3.1403
H  3.5054  2.3207  -1.5781
H  5.5172  -1.0350  -0.2301
H  0.5328  -0.8120  -2.3754
H  -2.6322  -3.8243  -0.4590
H  3.8535  1.8908  1.4025
H  1.5891  1.5539  0.4737
H  -1.7192  1.3285  3.3506
H  -3.3794  2.9412  -0.5557
H  4.1359  -0.0713  -1.7432
H  -3.2136  1.6907  -1.8229
H  2.7880  0.1125  -0.5466
H  4.4389  -2.5119  1.2271
H  0.2657  -3.3388  -0.7231
H  2.4994  -0.2746  2.3529

The total charge is +1. The value obtained for the LUMO energy is -4.0133 eV. The value obtained for the gap between HOMO and LUMO is 0.2987 hartree.

***

No. 3
Formula: C20H42O2P4Ti
Source: the OMol25 dataset
Level of theory: ωB97M-V with the def2-TZVPD basis set

Geometry (Å):
Ti  -0.2392  -0.2029  0.0140
P  0.3103  1.9934  -1.6933
P  1.4938  -0.8915  1.9908
P  -0.4527  1.8755  1.8769
P  -2.2386  -1.9934  -0.8378
O  -2.0171  -1.2082  2.5005
O  -2.9149  1.2237  -1.1000
C  -1.9037  0.6963  -0.7839
C  3.0786  0.0014  2.0064
C  2.8249  -2.0653  -1.1730
C  -0.3371  3.6273  -1.1682
C  1.9906  2.5530  -2.1352
C  1.1042  2.8860  1.5610
C  1.8511  -3.0643  -1.2570
C  1.8616  -0.9593  -3.1002
C  -2.1406  -3.6429  -0.0827
C  -2.6709  -2.3940  -2.5619
C  -2.1694  2.5688  1.6761
C  -0.4722  2.5340  3.6261
C  2.8084  -0.9924  -2.0733
C  2.0280  -2.5960  2.3363
C  -1.2941  -0.8868  1.6142
C  -3.9351  -1.5953  -0.2945
C  0.9531  -0.5159  3.6898
C  0.9016  -3.0281  -2.2857
C  0.8838  -1.9586  -3.1847
C  -0.5136  1.9977  -3.3196
H  -0.2589  1.0822  -3.8484
H  1.6306  2.6024  0.6406
H  -2.8148  -1.4556  -3.0972
H  0.1364  -1.1777  3.9694
H  2.5424  -2.6366  3.3025
H  0.5825  0.5037  3.7522
H  2.5903  2.6380  -1.2297
H  -1.2930  2.1350  4.2324
H  2.6785  -2.9710  1.5493
H  -2.4170  3.0207  0.7150
H  -2.2328  -3.5320  0.9978
H  1.7889  2.7051  2.4039
H  3.5602  -2.0892  -0.3611
H  1.1364  -3.2207  2.3843
H  0.1287  -3.8028  -2.3467
H  -2.9392  -4.2919  -0.4544
H  -1.1675  -4.0706  -0.3167
H  0.4570  2.4349  4.1912
H  -1.8688  -2.9528  -3.0393
H  1.9491  3.5302  -2.6287
H  2.4625  1.8249  -2.7936
H  0.0754  -1.8804  -3.9115
H  1.8012  -3.8346  -0.4876
H  -3.9230  -1.3401  0.7613
H  -1.3787  3.5369  -0.8718
H  -0.2076  2.8669  -3.9098
H  -4.3133  -0.7475  -0.8592
H  0.2354  4.0209  -0.3347
H  -0.6457  3.6172  3.5116
H  -2.8721  1.7324  1.8111
H  0.8565  3.9552  1.5293
H  -2.3830  3.2699  2.4966
H  3.4936  -0.1541  -1.9470
H  1.8438  -0.1145  -3.7984
H  2.9128  1.0677  2.1473
H  -4.5754  -2.4652  -0.4517
H  -0.2487  4.3244  -2.0044
H  1.8003  -0.6304  4.3694
H  3.7191  -0.3720  2.8112
H  -3.6018  -2.9691  -2.5989
H  -1.5923  2.0281  -3.1685
H  3.5610  -0.1500  1.0415

The total charge is +4. The value obtained for the LUMO energy (alpha / beta) is -15.9448 / -15.9453 eV. The value obtained for the gap between HOMO and LUMO (alpha / beta) is 0.1957 / 0.1957 hartree.